C4H8ClF in the gas phase. Source: the Open Molecules 2025 dataset; level of theory: ωB97M-V/def2-TZVPD.

As for the total charge: 0. The lowest unoccupied orbital energy is 0.037 hartree. The value obtained for the HOMO energy is -10.5 eV. As for the orbital gap: 11.56 eV. Its SMILES is CC(C)[C@@H](F)Cl. Its energy above the lowest of the compared OMol25 structures with the same formula, charge and spin is 141.14 kJ/mol.

Element x y z (Å)
C -1.39 -0.72 -0.12
C -0.03 0.09 -0.40
C 0.04 1.54 0.09
C 1.20 -0.67 0.32
H -1.09 -1.83 -0.10
H -2.06 -0.51 -1.04
H -2.20 -0.58 0.61
H 0.39 -0.26 -1.33
H 0.07 1.59 1.18
H -0.85 2.14 -0.18
H 1.03 1.83 -0.27
H 1.07 -0.69 1.43
F 1.13 -1.99 -0.02
Cl 2.69 0.06 -0.18

How positive or negative is each atom? The Mulliken charges in e answer that: C -1.184; C 0.228; C -1.163; C -0.092; H 0.297; H 0.292; H 0.342; H 0.317; H 0.304; H 0.339; H 0.400; H 0.337; F -0.256; Cl -0.160

=====

A gas-phase ion, C4H8ClFN3 (charge +1). Source: the Open Molecules 2025 dataset; level of theory: ωB97M-V/def2-TZVPD.

As for the total charge: +1. The lowest unoccupied orbital energy (alpha / beta) is -0.229 / -0.229 hartree. The value obtained for the HOMO energy (alpha / beta) is -14.1 / -14.1 eV. As for the orbital gap (alpha / beta): 7.83 / 7.83 eV. Its energy above the lowest of the compared OMol25 structures with the same formula, charge and spin is 313.63 kJ/mol.

Element x y z (Å)
C -0.15 1.41 0.26
C -0.50 0.04 0.65
C 0.25 -0.90 -0.48
C 0.21 -2.35 -0.01
N 0.97 1.88 0.59
N -1.00 2.08 -0.50
N 1.46 -0.38 -0.74
F -1.93 -0.33 0.52
Cl 2.21 0.28 0.40
H -0.31 -0.17 1.70
H -0.32 -1.05 -1.41
H 0.99 -2.44 0.87
H 0.39 -3.03 -0.85
H -0.79 -2.59 0.42
H 1.33 2.69 0.02
H -0.85 3.08 -0.81
H -1.94 1.78 -0.67

How positive or negative is each atom? The Mulliken charges in e answer that: C 0.642; C -0.165; C 0.303; C -1.162; N -0.496; N -0.385; N -0.254; F -0.325; Cl 0.348; H 0.422; H 0.319; H 0.285; H 0.338; H 0.336; H 0.306; H 0.242; H 0.248